A molecular structure, FH12LiO6. Source: OMol25; level of theory: ωB97M-V with the def2-TZVPD basis set.

Geometry as XYZ:
```
20
Properties=species:S:1:pos:R:3:forces:R:3:lowdin_charge:R:1
Li -2.46124 1.50570 -1.54274 1.175 -0.688 0.605 0.90
F -0.77281 0.61785 -0.79746 -1.735 0.613 -0.919 -0.52
O -1.71201 -1.59823 0.68001 0.186 0.443 -1.317 -0.08
H -1.35370 -2.39215 0.25682 -0.095 0.080 0.258 0.05
H -1.43028 -0.89758 0.03377 -0.195 -0.689 1.028 0.00
O 1.78377 0.81677 -1.45786 -0.198 -1.289 -1.667 -0.04
H 0.89743 0.90146 -1.10364 -0.110 0.523 0.221 -0.04
H 2.42967 1.35898 -1.05784 0.559 0.958 0.976 0.02
O -0.67623 -0.08757 2.95205 -0.549 -0.217 -0.604 -0.11
H -1.05748 -0.96908 2.74066 0.527 1.082 -0.195 0.02
H -0.50654 0.36958 2.09019 0.003 -0.839 1.389 -0.02
O 1.43121 -0.79792 0.99105 -0.380 -0.659 1.128 -0.04
H 2.33580 -1.00510 0.78448 0.331 0.114 -0.537 0.03
H 1.02322 -0.33466 0.26918 0.335 0.074 -0.486 -0.04
O -0.42766 -1.34516 -2.60289 -1.727 0.041 -0.368 -0.07
H -0.60881 -0.56445 -2.04228 1.141 -0.642 -0.120 -0.03
H 0.47682 -1.62611 -2.62000 0.710 0.433 0.407 0.03
O 0.12455 1.94649 1.18087 -0.453 0.258 -0.809 -0.09
H 0.78526 2.57861 0.87324 -0.130 -0.218 0.101 0.05
H -0.28097 1.52256 0.37239 0.605 0.621 0.909 -0.03
```
Forces are in eV/Å.

The value obtained for the frontier orbital gap is 7.4111 eV. For the largest force on an atom, the calculation gives 2.12 eV Å⁻¹. As for the LUMO energy: -1.884 eV.